{
  "formula": "C3H10O4",
  "method": "ωB97M-V/def2-TZVPD",
  "species": ["O", "C", "O", "C", "C", "H", "H", "H", "H", "H", "H", "H", "H", "O", "H", "H", "O"],
  "positions_angstrom": [[0.046, -0.556, -0.500], [-0.696, 0.335, 0.265], [-0.189, 0.318, 1.638], [-2.071, -0.166, 0.293], [-2.447, -1.480, -0.280], [-0.791, -0.288, 2.086], [-0.583, 1.353, -0.133], [-2.867, 0.452, 0.695], [-1.547, -1.981, -0.629], [-3.168, -1.454, -1.088], [-2.787, -2.153, 0.517], [2.687, 0.856, 0.946], [2.428, 0.547, -0.516], [2.730, 0.071, 0.395], [0.938, -0.123, -0.524], [2.087, 1.246, -2.397], [1.767, 1.271, -1.498]],
  "atomic_forces_ev_per_a": [[-0.7970, 0.6558, 0.8345], [2.0382, -1.6491, -0.3717], [-1.7531, 0.5186, -0.7108], [-0.8219, -0.5137, -1.1359], [1.7649, -0.0183, 0.6880], [0.5604, -0.2676, 0.7334], [-0.1656, 0.2864, 0.1080], [0.1052, 0.1440, 0.3170], [0.0820, 0.2542, -0.3107], [-0.5613, 0.3341, 0.0882], [-0.6800, 0.3163, 0.1707], [0.1780, -0.0296, 0.4555], [0.7084, -0.1754, 0.2170], [-0.2874, 0.2485, -0.4650], [0.2270, -0.1915, -0.7531], [0.0627, -0.0943, -0.2327], [-0.6605, 0.1816, 0.3675]],
  "mulliken_charge": [-0.475, 0.494, -0.417, -0.077, -0.980, 0.290, 0.328, 0.415, 0.323, 0.365, 0.341, 0.264, 0.554, -0.769, 0.063, 0.187, -0.906],
  "orbital_gap_ev": 3.57,
  "charge": 0,
  "e_above_lowest_kcal_mol": 150.8
}

---

{
  "formula": "C3H10O4S",
  "method": "ωB97M-V/def2-TZVPD",
  "species": ["O", "C", "O", "C", "C", "S", "H", "H", "H", "H", "H", "H", "O", "H", "H", "O", "H", "H"],
  "positions_angstrom": [[-0.759, -1.746, 0.375], [0.360, -1.409, 0.089], [1.462, -1.826, 0.736], [0.706, -0.468, -1.056], [-0.357, 0.629, -1.163], [0.235, 2.009, -2.216], [1.212, -2.202, 1.602], [1.672, -0.034, -0.813], [0.755, -0.995, -1.999], [-0.554, 1.060, -0.182], [-1.280, 0.224, -1.576], [1.472, 1.552, -2.438], [1.794, 1.882, 0.929], [2.000, 1.730, 1.864], [1.394, 2.759, 0.952], [-3.695, -1.215, 1.517], [-3.584, -0.309, 1.837], [-2.832, -1.641, 1.542]],
  "atomic_forces_ev_per_a": [[0.0825, 0.0438, 0.4119], [-0.1199, 0.0287, -0.8237], [0.0428, 0.1376, 0.6620], [-0.2883, 0.3184, 0.7844], [0.4034, 0.1334, 0.0041], [-0.2749, -0.0806, -0.0952], [-0.0818, -0.1453, -0.5492], [0.0493, 0.0317, -0.1812], [0.1454, -0.3555, -0.1772], [-0.0468, -0.1558, -0.0315], [0.0286, 0.1020, 0.0204], [0.0189, -0.0350, 0.0591], [-0.0505, 0.1403, 0.6384], [0.0620, -0.1554, -0.3119], [-0.0042, -0.0232, -0.3281], [-0.2723, 0.1708, 0.1356], [0.1758, -0.3956, -0.1095], [0.1302, 0.2397, -0.1083]],
  "mulliken_charge": [-0.544, 0.292, -0.448, -0.552, -0.571, -0.255, 0.355, 0.398, 0.380, 0.348, 0.432, 0.129, -0.572, 0.290, 0.307, -0.627, 0.303, 0.336],
  "orbital_gap_ev": 9.42,
  "smiles": "O=C(O)CCS.O.O",
  "charge": 0,
  "e_above_lowest_kcal_mol": 0.3
}

---

{
  "formula": "C3H10O5",
  "method": "ωB97M-V/def2-TZVPD",
  "species": ["O", "C", "O", "C", "C", "O", "H", "H", "H", "H", "H", "H", "O", "H", "H", "O", "H", "H"],
  "positions_angstrom": [[0.824, 0.716, -0.804], [-0.284, 1.150, -0.746], [-0.852, 1.808, -1.829], [-1.425, 0.956, 0.220], [-0.906, 0.895, 1.656], [-0.517, 2.229, 1.899], [-0.302, 2.094, -2.569], [-2.133, 0.164, -0.033], [-2.035, 1.858, 0.175], [-0.154, 0.109, 1.777], [-1.717, 0.462, 2.294], [-0.186, 2.313, 2.794], [2.649, -1.483, 0.199], [2.867, -2.381, 0.469], [1.715, -1.379, 0.443], [0.074, -4.614, -0.678], [0.451, -4.713, -1.574], [-0.663, -5.242, -0.654]],
  "atomic_forces_ev_per_a": [[0.1884, 0.0369, 1.0295], [-1.1111, -0.1659, -2.8799], [-0.6197, 0.4264, 0.5621], [0.2588, 0.4231, 1.2890], [-1.2936, -1.2455, -0.5029], [0.1001, -0.3732, 0.5667], [0.6887, -0.5070, 0.4154], [0.6185, -0.3195, -0.2608], [0.0535, 0.0583, -0.0855], [0.7123, 0.5575, -0.2125], [0.1649, 1.0558, -0.0553], [0.1585, 0.0428, 0.1716], [-0.2942, -0.1729, 0.2375], [-0.0131, 0.0316, -0.0217], [0.3759, 0.1210, -0.2774], [-0.0089, -0.3173, -0.6442], [-0.2721, 0.1083, 0.6761], [0.2932, 0.2396, -0.0079]],
  "mulliken_charge": [-0.508, 0.553, -0.478, -0.551, -0.301, -0.505, 0.335, 0.396, 0.277, 0.189, 0.304, 0.293, -0.602, 0.298, 0.297, -0.635, 0.325, 0.312],
  "orbital_gap_ev": 11.11,
  "smiles": "O=C(O)CCO.O.O",
  "charge": 0,
  "e_above_lowest_kcal_mol": 14.0
}

---

{
  "formula": "C3H10OS",
  "method": "ωB97M-V/def2-TZVPD",
  "species": ["C", "C", "O", "H", "H", "H", "H", "H", "H", "C", "S", "H", "H", "H", "H"],
  "positions_angstrom": [[-1.294, 0.565, -3.541], [-0.453, -0.600, -4.104], [-1.229, -1.130, -5.191], [-2.159, 0.094, -3.060], [-0.736, 1.330, -3.002], [-1.915, 1.028, -4.313], [-0.362, -1.338, -3.315], [0.420, -0.257, -4.648], [-2.056, -1.601, -5.072], [1.240, 1.308, 5.000], [0.903, -0.077, 3.781], [1.583, 0.913, 5.947], [1.883, 2.087, 4.594], [0.233, 1.695, 5.088], [1.615, -0.976, 4.468]],
  "atomic_forces_ev_per_a": [[-0.7056, -0.4993, -0.5782], [-2.7100, 0.8669, -0.7308], [0.6937, -0.4048, -1.3319], [0.5456, 0.1648, 1.1958], [-0.2993, -0.2350, 0.4166], [0.9644, 0.3858, -0.6212], [0.8824, -0.1676, -0.0354], [0.4974, -0.2211, 0.6544], [0.1319, 0.1105, 1.0319], [-0.9135, -0.4581, -1.0854], [0.6667, 0.4708, 0.7210], [0.0738, 0.0035, 0.0262], [0.1354, -0.3087, 0.0319], [0.0184, 0.4609, 0.5121], [0.0189, -0.1686, -0.2070]],
  "mulliken_charge": [-0.991, -0.141, -0.560, 0.285, 0.308, 0.317, 0.221, 0.270, 0.292, -0.692, -0.191, 0.287, 0.262, 0.221, 0.113],
  "orbital_gap_ev": 10.00,
  "smiles": "CCO.CS",
  "charge": 0,
  "e_above_lowest_kcal_mol": 28.8
}

---

{
  "formula": "C3H10OS",
  "method": "ωB97M-V/def2-TZVPD",
  "species": ["C", "C", "C", "O", "H", "H", "H", "H", "H", "H", "H", "H", "S", "H", "H"],
  "positions_angstrom": [[1.327, 1.728, 1.205], [0.975, 0.266, 1.354], [1.892, -0.686, 0.482], [-0.407, 0.064, 0.943], [0.604, 2.321, 1.827], [1.259, 2.060, 0.135], [2.348, 1.885, 1.546], [1.074, -0.120, 2.369], [2.847, -0.796, 0.991], [2.057, -0.224, -0.518], [1.386, -1.673, 0.468], [-1.010, 0.272, 1.696], [-1.854, -0.677, -2.000], [-1.486, -1.570, -1.074], [-1.328, 0.316, -1.226]],
  "atomic_forces_ev_per_a": [[-0.6201, 0.4067, 0.0231], [0.0709, -1.1690, -1.1662], [-1.3195, 0.9242, 0.4116], [-0.1630, 0.0812, 0.8327], [0.8147, -0.2543, -0.5963], [-0.0629, -0.3727, 0.9501], [0.0659, 0.2492, 0.1092], [0.0203, 0.4013, 0.2613], [0.1453, 0.0278, -0.0471], [-0.2316, -0.6885, 0.5595], [0.4339, 0.5835, -0.4065], [0.8597, -0.1716, -0.8943], [0.2794, 0.4635, 0.4030], [-0.0314, -0.0762, -0.0442], [-0.2615, -0.4050, -0.3960]],
  "mulliken_charge": [-1.099, 0.346, -1.164, -0.471, 0.292, 0.265, 0.354, 0.284, 0.374, 0.287, 0.305, 0.257, -0.309, 0.133, 0.147],
  "orbital_gap_ev": 9.99,
  "smiles": "CC(C)O.S",
  "charge": 0,
  "e_above_lowest_kcal_mol": 7.7
}

---

{
  "formula": "C3H10OS",
  "method": "ωB97M-V/def2-TZVPD",
  "species": ["C", "C", "S", "C", "H", "H", "H", "H", "H", "H", "H", "H", "O", "H", "H"],
  "positions_angstrom": [[-1.050, -1.465, -1.518], [-0.425, -0.834, -0.248], [-1.651, -0.284, 0.926], [-1.061, 1.356, 1.328], [-0.342, -2.173, -1.948], [-2.048, -1.866, -1.427], [-1.098, -0.657, -2.250], [0.225, -1.565, 0.236], [0.258, -0.062, -0.599], [-0.929, 1.908, 0.397], [-0.062, 1.368, 1.779], [-1.728, 1.836, 2.025], [2.943, 0.774, 0.589], [3.463, 1.567, 0.502], [3.503, 0.097, 0.208]],
  "atomic_forces_ev_per_a": [[0.8446, 1.0620, -0.2307], [0.4182, -1.0898, -0.6982], [-0.4736, 0.0767, 0.3091], [1.2186, 0.1876, -0.3240], [-0.2275, -0.3197, 0.0919], [-0.0922, -0.3373, 0.3202], [-0.3382, -0.0488, -0.1255], [-0.1101, -0.0314, 0.1197], [-0.2065, 0.4115, 0.3757], [-0.4380, 0.3052, 0.0907], [-0.1543, -0.3693, 0.1318], [-0.4069, 0.1514, -0.0530], [-0.3037, -0.2184, 0.0527], [0.1971, 0.5201, 0.0142], [0.0725, -0.3000, -0.0747]],
  "mulliken_charge": [-1.013, -0.359, -0.128, -0.793, 0.305, 0.329, 0.265, 0.297, 0.256, 0.267, 0.258, 0.310, -0.608, 0.303, 0.310],
  "orbital_gap_ev": 8.82,
  "smiles": "CCSC.O",
  "charge": 0,
  "e_above_lowest_kcal_mol": 7.7
}

---

{
  "formula": "C3H10OS",
  "method": "ωB97M-V/def2-TZVPD",
  "species": ["C", "C", "O", "H", "H", "H", "H", "H", "H", "C", "S", "H", "H", "H", "H"],
  "positions_angstrom": [[0.927, -0.880, 0.778], [2.183, 0.183, 0.840], [2.004, 1.371, 0.017], [0.717, -1.171, -0.389], [0.875, -1.805, 1.490], [0.029, -0.208, 0.922], [3.097, -0.515, 0.575], [2.294, 0.636, 1.844], [1.963, 1.163, -0.957], [-2.323, 0.689, -0.783], [-3.092, -0.958, -1.316], [-2.928, 1.516, -1.242], [-2.648, 0.709, 0.291], [-1.201, 0.913, -0.912], [-1.896, -1.643, -1.157]],
  "atomic_forces_ev_per_a": [[-1.0184, 1.4328, -1.9248], [-0.0343, -2.2251, -0.5642], [-0.0102, -1.6167, -0.8568], [0.9956, 0.1996, 2.7977], [0.5107, 1.8971, -1.4105], [0.6849, -0.9516, 0.4271], [-1.2680, 1.9742, 0.3709], [-0.0115, -0.6932, -0.4635], [0.1299, -0.0390, 1.6114], [-0.8881, 0.5915, 0.9044], [2.2216, 0.5314, -0.0153], [0.7046, -0.8686, 0.0565], [0.9712, 0.2945, -0.8224], [-1.8688, -0.8712, 0.0295], [-1.1192, 0.3444, -0.1401]],
  "mulliken_charge": [-0.638, -0.258, -0.512, 0.170, 0.312, 0.132, 0.221, 0.275, 0.301, -0.651, -0.183, 0.293, 0.257, 0.177, 0.105],
  "orbital_gap_ev": 9.78,
  "smiles": "CCO.CS",
  "charge": 0,
  "e_above_lowest_kcal_mol": 42.6
}